121
Properties=species:S:1:pos:R:3:mulliken_charge:R:1 method="wB97M-V/def2-TZVPD" charge=+1 lumo_energy_ev=-2.7 homo_lumo_gap_ev=8.779
P 3.71868 -0.72722 2.74450 0.18
O 5.61848 -2.80482 -6.88351 -0.50
O 4.72156 1.73437 -6.33466 -0.50
O 3.16580 3.14334 -1.95338 -0.55
O 5.23437 -6.27234 1.04309 -0.55
O -4.40113 2.11257 0.56037 -0.60
O -0.50993 4.76781 -1.14956 -0.59
O -1.97263 -6.06640 0.23160 -0.53
O 3.44121 -7.46659 0.94726 -0.55
O -2.79722 5.99228 -4.78295 -0.55
O 2.54269 -3.55175 -4.05236 -0.54
O -8.38210 1.68218 2.35619 -0.52
O -6.37929 2.91608 0.34805 -0.51
O 3.96589 -0.09080 1.45961 -0.52
O 4.50747 0.00377 3.84515 -0.50
O 1.51193 1.97936 6.91933 -0.52
O -7.36341 2.62232 4.00229 -0.57
O -0.91738 -4.58894 -0.91578 -0.58
O 2.57776 1.84412 -6.37768 -0.54
O -1.50308 3.17012 -0.11090 -0.47
O 4.12213 1.64011 -3.15245 -0.50
O -5.73674 -1.83017 -0.70957 -0.57
O -6.06211 -0.90881 1.20371 -0.57
O 1.19364 -3.28656 -2.40635 -0.70
O -4.60204 6.84192 -3.96893 -0.54
O -0.03038 0.50683 6.65684 -0.51
O 4.17910 -2.22550 2.67484 -0.44
O 4.62069 -3.48876 -8.66095 -0.52
N 3.62774 1.24309 -6.49565 0.91
N 0.64506 -2.48744 0.42771 0.63
N -5.21760 3.00845 0.66206 0.91
N -6.23553 -0.98907 0.00139 1.00
N -3.57208 6.21193 -3.87829 0.91
N 4.05057 -6.45554 1.21454 0.98
N -0.55967 3.63712 -0.71939 1.10
N 1.74672 -2.01216 1.04130 0.08
N -3.08750 -0.36380 1.19121 -0.28
N 0.37405 1.58446 7.04313 0.93
N -1.02022 -5.69443 -0.40321 0.97
N 0.03346 -1.49596 2.23671 -0.32
N 2.19728 -2.99470 -3.04561 1.09
N 5.27625 -3.67228 -7.66223 0.88
N 3.79357 2.78592 -2.93016 0.88
N -7.66009 1.65835 3.32704 0.94
N 2.09385 -0.73977 3.02831 0.77
C -0.09606 1.57687 3.23032 -0.42
C -1.75141 -2.42398 0.90367 -0.42
C 5.70272 -5.06428 -7.35150 -0.70
C -3.21424 5.65293 -2.54537 -0.61
C 3.05387 -1.87237 -2.56780 -0.29
C 1.62508 3.55264 3.47616 -1.23
C 1.96528 2.34396 3.89763 0.25
C -0.60917 2.47529 7.71509 -0.79
C 4.18583 3.81808 -3.92698 -0.68
C 0.11761 -6.63829 -0.58959 -0.41
C -2.34786 -1.16835 0.22178 -0.18
C 0.62982 2.77689 -0.96295 -0.77
C 3.54901 -0.19788 -6.85972 -0.70
C -0.37944 -2.16432 1.17710 0.02
C 1.30977 -1.39305 2.14460 0.37
C 1.44661 -0.03236 4.18509 -2.95
C -4.76410 4.31213 1.21714 -0.60
C 0.44855 3.77826 2.92334 -0.48
C 3.26071 -5.33922 1.80329 -0.14
C 1.09609 1.35418 3.76428 1.02
C -7.11751 0.02487 -0.63934 -0.64
C -7.07826 0.34863 3.73364 -0.72
C -0.41212 2.78902 2.81918 -0.86
H 5.32644 -5.71816 -8.12767 0.31
H -3.14243 4.57521 -2.65249 0.28
H 0.44064 1.80245 -0.52649 0.02
H -7.42441 -0.40946 3.04514 0.29
H -1.37349 2.95759 2.39372 0.68
H 0.76128 2.71004 -2.03477 0.41
H 1.00128 -6.17608 -0.16101 -0.05
H -7.93608 -0.51136 -1.10955 0.30
H 1.47492 3.25537 -0.49353 0.37
H -2.28562 -2.60989 1.81200 0.52
H -0.10372 3.38939 7.99901 0.32
H 5.12614 -2.30707 2.84005 0.32
H -0.98450 1.94655 8.58522 0.30
H 4.89565 0.76848 3.39953 0.34
H 2.70786 -2.04479 0.73601 0.17
H -4.03412 -0.72572 1.22894 0.03
H 0.16391 4.73909 2.55478 0.54
H -1.89187 -3.28967 0.26687 -0.13
H 5.28604 -5.32241 -6.38342 0.25
H -7.47617 0.70251 0.12586 0.17
H 3.73726 3.54185 -4.87667 0.23
H 3.03993 -0.26432 -7.81592 0.31
H 0.67577 -2.98619 -0.45757 0.16
H -1.40653 2.67050 7.00494 0.30
H 2.62101 -1.45831 -1.66569 0.00
H -3.15099 0.57149 0.81398 0.17
H -4.94780 5.06762 0.46084 0.23
H -5.99797 0.44550 3.69444 0.25
H 0.57677 -0.57647 4.48521 0.69
H 4.55222 -0.59712 -6.92573 0.33
H -2.26032 6.07604 -2.25541 0.28
H -0.80863 0.78822 3.11176 0.67
H -3.70853 4.23713 1.44653 0.12
H -2.91661 -1.45773 -0.64980 0.48
H 2.91417 2.13791 4.33731 0.70
H -6.52046 0.55057 -1.37695 0.28
H 3.08450 -1.12391 -3.35200 0.00
H 2.98068 -0.69975 -6.08346 0.19
H 3.92415 -4.50447 1.98868 0.17
H 3.81985 4.77725 -3.58286 0.31
H -3.99139 5.92474 -1.84156 0.22
H 0.24033 -6.79174 -1.65705 0.30
H -5.35331 4.50449 2.10915 0.29
H -1.52719 -0.54924 -0.10654 0.10
H 5.26867 3.81189 -3.99514 0.29
H 4.04520 -2.27556 -2.38265 0.32
H 6.78740 -5.07286 -7.32220 0.29
H -7.41464 0.14688 4.74575 0.32
H -0.12151 -7.56533 -0.08445 0.32
H 2.32436 4.35494 3.56511 0.49
H 2.82089 -5.70026 2.72776 0.31
H 2.11979 -0.02352 5.01670 0.62
H 2.49058 -5.07460 1.08356 -0.22

10
Properties=species:S:1:pos:R:3:nbo_charge:R:1 method="wB97M-V/def2-TZVPD" lumo_energy_ev=0.8 homo_lumo_gap_ev=8.853
S -1.90539 -0.59325 -0.22623 0.23
N 1.37489 0.16424 -0.12990 -0.33
N 1.17513 -1.23268 -0.24346 -0.68
N -0.97116 0.82178 -0.15415 -0.80
C 0.41122 0.99106 -0.09802 0.23
H 0.62352 2.00861 0.03859 0.17
H -2.22642 -0.62126 1.04922 0.08
H 2.07767 -1.63809 -0.40706 0.36
H 0.81243 -1.62722 0.66205 0.35
H -1.37187 1.72680 -0.49104 0.39

8
Properties=species:S:1:pos:R:3:nbo_charge:R:1 method="wB97M-V/def2-TZVPD" lumo_energy_ev="0.1 / -0.1" homo_lumo_gap_ev="8.372 / 8.150"
Cl -0.18556 -2.27367 -0.61728 0.07
Cl 2.46805 1.11264 -0.83367 0.06
Cl 2.40778 -1.49331 0.59543 0.04
C -0.73594 -0.70584 -0.70410 -0.43
C 1.86600 0.13556 0.42122 -0.33
H -1.35598 -0.21372 0.12392 0.19
H 1.20375 0.40487 1.22870 0.22
H -0.29932 -0.04898 -1.36323 0.18

21
Properties=species:S:1:pos:R:3:nbo_charge:R:1 method="wB97M-V/def2-TZVPD" charge=+1 lumo_energy_ev=-6.3 homo_lumo_gap_ev=8.262 smiles="O=C(O)c1cc[nH+]cc1C(F)(F)C(F)F"
F -2.23572 -1.86545 0.13625 -0.31
F -0.58409 -0.35822 -2.97757 -0.34
F -1.29294 -2.65916 -2.30235 -0.33
F -2.66711 0.45136 -0.68064 -0.30
O -1.58600 2.89091 0.70343 -0.64
O -1.56094 1.84778 2.90349 -0.46
N 2.45328 -1.03952 0.14414 -0.51
C -0.24595 -0.32192 0.02278 -0.08
C 2.80457 0.07903 1.09988 0.09
C 1.65127 1.12025 1.65405 -0.19
C -1.53402 -1.20229 -2.19417 0.49
C 1.04117 -1.29298 -0.42317 0.13
C -1.07247 1.86410 1.65620 0.71
C 0.10164 0.86919 1.09334 0.00
C -1.71089 -0.67684 -0.61593 0.63
H 3.90278 0.23773 1.49316 0.29
H -2.60457 -1.00875 -2.68590 0.22
H 3.22864 -1.69523 -0.15399 0.47
H 1.92622 2.00283 2.40889 0.32
H -0.97061 2.94286 -0.10629 0.50
H 0.95575 -2.18565 -1.17560 0.30

14
Properties=species:S:1:pos:R:3:nbo_charge:R:1 method="wB97M-V/def2-TZVPD" lumo_energy_ev=0.6 homo_lumo_gap_ev=9.331 smiles=N[SiH](N)N[SiH3]
Si -1.23201 -0.01602 -0.47896 1.79
Si 2.24922 0.31419 0.20631 1.09
N -1.32953 1.29627 0.69221 -1.29
N -1.54290 -1.63134 0.17560 -1.31
N 0.94049 -0.42531 -0.65531 -1.44
H -2.09638 -2.00964 0.89672 0.41
H -1.90032 0.38418 -1.89937 -0.18
H 2.13223 1.89305 -0.01744 -0.21
H -1.53422 -2.40156 -0.48166 0.39
H 2.51745 0.08245 1.64786 -0.20
H -2.17215 1.73185 0.59022 0.37
H -0.61315 2.07140 0.65942 0.42
H 1.05794 -1.37425 -0.80692 0.37
H 3.52334 0.08473 -0.52868 -0.20

63
Properties=species:S:1:pos:R:3:nbo_charge:R:1 method="wB97M-V/def2-TZVPD" charge=+2 lumo_energy_ev=-7.4 homo_lumo_gap_ev=6.588
Sn 0.44505 0.24008 -0.02861 1.70
Cl -3.56668 1.49182 6.01344 0.08
Cl -3.25617 -3.40738 0.85582 -0.05
O -2.07928 -1.01825 0.89696 -0.56
O 7.33330 -1.57693 0.83720 -0.71
O 3.28556 -6.68053 -0.33410 -0.69
N 1.19373 -2.16181 -0.21647 -0.59
N -1.61337 1.75312 0.14388 -0.55
N 0.88257 2.75944 0.01336 -0.60
N 2.87199 -0.11984 -0.61355 -0.62
C -2.80765 -0.59198 4.47712 -0.19
C 0.68937 -4.47492 0.10020 -0.23
C -2.47417 -1.18490 3.26902 -0.18
C -3.10380 1.51199 3.36394 -0.16
C -2.09408 4.61530 -2.22152 -0.18
C -3.13019 -1.71665 0.27813 -0.06
C -2.37786 3.45810 -1.47005 -0.19
C 2.02345 -4.74968 0.36492 0.07
C 5.05827 0.84871 -0.73053 -0.24
C 2.35303 4.60954 -0.37954 -0.27
C -2.41456 -0.42689 2.11503 0.26
C 1.42427 5.22628 -1.17379 -0.07
C 0.16058 4.62593 -1.36642 -0.10
C 2.49778 -2.42210 -0.01671 0.13
C 0.32785 -3.17410 -0.19352 0.08
C 4.77931 -1.37648 0.06829 -0.24
C -0.08526 3.40094 -0.70365 0.21
C 7.07518 -0.36584 0.17357 -0.10
C 2.51334 -6.13750 0.71408 -0.10
C -0.86485 5.20555 -2.14798 -0.15
C 5.61858 -0.29411 -0.16674 0.08
C 2.04622 3.35984 0.17535 0.08
C -2.50343 1.87860 1.05046 0.21
C 2.93842 -3.70544 0.25399 -0.20
C 3.69585 0.88790 -0.92798 0.05
C -3.13126 0.75670 4.52618 -0.04
C 3.41937 -1.27099 -0.17314 0.27
C -2.71037 0.94132 2.15375 -0.17
C -1.39989 2.85785 -0.72004 0.06
H -3.09508 2.79645 1.10695 0.20
H -0.06248 -5.25209 0.13323 0.25
H -2.92825 -1.74779 -0.78953 0.21
H -2.86612 5.04843 -2.84213 0.25
H 2.71628 -7.06042 -1.01044 0.48
H 7.32418 0.49988 0.79940 0.20
H -4.09072 -1.24288 0.46783 0.21
H -2.26531 -2.24492 3.23288 0.25
H 3.23301 1.76158 -1.36869 0.21
H -3.37717 3.04095 -1.48768 0.24
H -3.34595 2.56639 3.40530 0.24
H 8.27018 -1.63663 1.04862 0.50
H 3.18057 -6.06128 1.57374 0.21
H 3.31539 5.05993 -0.18278 0.25
H -0.65343 6.12282 -2.68224 0.24
H 7.65440 -0.27665 -0.75414 0.21
H 5.67579 1.69812 -0.99210 0.24
H 5.21975 -2.28257 0.45497 0.26
H 1.63620 6.17738 -1.64601 0.25
H 1.67120 -6.77838 0.98562 0.19
H -2.82400 -1.18326 5.38221 0.25
H 2.77538 2.83000 0.77751 0.21
H -0.69999 -2.92533 -0.42130 0.20
H 3.98964 -3.92566 0.37789 0.24